Entry 1:
The following is a quantum chemistry calculation of a structure of composition C33H37N6O6PS3Ti, from OMol25.

Results
DFT total energy (eV): -120962.6074
HOMO (Ha): -0.25562
Molecular weight (g/mol): 788.74
Net charge: 0
2S+1: 1
ΔE to the lowest compared entry with this formula, charge and spin (eV): 0.525

CARTESIAN COORDINATES (ANGSTROEM)
Ti1 -0.97 0.57 -1.25
O1 -2.85 -1.12 -5.95
C1 -2.80 0.22 -6.03
C2 -2.91 0.80 -7.30
C3 -2.86 2.17 -7.45
C4 -2.71 3.00 -6.34
C5 -2.60 2.44 -5.09
C6 -2.65 1.05 -4.91
C7 -2.49 0.50 -3.56
O2 -2.31 1.31 -2.55
N1 -2.47 -0.80 -3.37
N2 -2.20 -1.00 -2.03
C8 -2.70 -2.03 -1.45
C9 -2.65 -2.22 -0.03
C10 -3.17 -3.40 0.53
C11 -3.26 -3.54 1.90
C12 -2.88 -2.49 2.73
C13 -2.39 -1.31 2.21
C14 -2.24 -1.17 0.83
O3 -1.75 -0.05 0.32
H1 -2.76 -1.38 -5.01
H2 -3.03 0.13 -8.15
H3 -2.95 2.59 -8.44
H4 -2.68 4.07 -6.47
H5 -2.47 3.06 -4.21
H6 -3.26 -2.74 -2.05
H7 -3.49 -4.20 -0.13
H8 -3.64 -4.46 2.32
H9 -2.93 -2.61 3.80
H10 -2.05 -0.51 2.85
O4 0.13 1.25 -2.80
N3 1.43 1.54 -2.86
C15 1.93 1.83 -4.08
C16 3.24 2.17 -4.23
C17 4.05 2.24 -3.08
C18 3.51 1.95 -1.86
C19 2.15 1.58 -1.72
S1 1.44 1.19 -0.24
H11 1.20 1.76 -4.88
H12 3.63 2.40 -5.21
H13 5.09 2.51 -3.17
H14 4.11 1.99 -0.96
C20 4.01 0.48 3.97
C21 3.64 -1.00 3.97
C22 3.73 -1.60 2.58
O5 2.36 -1.19 4.62
P1 0.91 -1.27 3.91
S2 0.60 -3.03 3.08
S3 0.63 0.36 2.79
O6 -0.05 -1.23 5.20
C23 0.09 -0.43 6.40
C24 0.49 1.02 6.16
C25 1.01 -1.14 7.38
H15 5.02 0.60 3.59
H16 3.97 0.88 4.99
H17 3.32 1.04 3.34
H18 4.33 -1.53 4.62
H19 3.08 -1.07 1.87
H20 3.44 -2.65 2.60
H21 4.76 -1.53 2.23
H22 -0.92 -0.44 6.81
H23 1.50 1.09 5.77
H24 0.44 1.56 7.10
H25 -0.18 1.49 5.44
H26 2.04 -1.14 7.01
H27 0.69 -2.17 7.51
H28 0.97 -0.63 8.34
N4 -1.11 2.66 1.02
C26 -1.58 3.83 1.46
C27 -2.11 4.50 0.37
C28 -1.93 3.63 -0.71
N5 -1.31 2.53 -0.30
H29 -0.70 1.89 1.54
H30 -1.50 4.10 2.50
H31 -2.57 5.47 0.37
H32 -2.21 3.73 -1.74
C29 1.88 -3.53 -1.59
C30 1.50 -2.82 -2.73
C31 0.73 -1.69 -2.57
N6 0.33 -1.26 -1.37
C32 0.70 -1.93 -0.28
C33 1.47 -3.08 -0.35
H33 2.48 -4.43 -1.68
H34 1.80 -3.13 -3.72
H35 0.39 -1.11 -3.43
H36 0.41 -1.53 0.69
H37 1.72 -3.58 0.57

What are the Mulliken partial charges on each atom? They are as follows, in elementary charge units:
1. Ti -0.1998
2. O -0.6918
3. C 0.2399
4. C -0.6615
5. C -0.3329
6. C -0.9407
7. C -0.2063
8. C 0.2481
9. C 1.1761
10. O -0.4598
11. N -1.3804
12. N 0.6705
13. C -0.5211
14. C 0.6023
15. C -0.9216
16. C -0.8157
17. C -0.4581
18. C -0.7468
19. C 0.8445
20. O 0.0822
21. H 0.5716
22. H 0.4403
23. H 0.3791
24. H 0.4297
25. H 0.4473
26. H 0.4034
27. H 0.4118
28. H 0.4057
29. H 0.3834
30. H 0.7573
31. O 0.3292
32. N -0.0766
33. C -0.5442
34. C -0.7482
35. C -0.2908
36. C -0.8932
37. C 0.3506
38. S 0.0719
39. H 0.5189
40. H 0.4303
41. H 0.3991
42. H 0.5085
43. C -1.2339
44. C 0.4242
45. C -1.2280
46. O -0.2277
47. P 0.7359
48. S -0.5913
49. S -0.5743
50. O -0.4211
51. C 0.5584
52. C -1.1367
53. C -1.2643
54. H 0.4864
55. H 0.2923
56. H 0.1138
57. H 0.2901
58. H 0.0699
59. H 0.2765
60. H 0.5544
61. H 0.3748
62. H 0.1211
63. H 0.4969
64. H 0.2049
65. H 0.1489
66. H 0.3159
67. H 0.4631
68. N 0.0943
69. C -0.2150
70. C -1.1233
71. C -0.0504
72. N 0.6094
73. H -0.1579
74. H 0.4712
75. H 0.4118
76. H 0.2628
77. C -0.5276
78. C -1.0804
79. C -0.3475
80. N 1.0420
81. C 0.0711
82. C -0.8421
83. H 0.4317
84. H 0.4670
85. H 0.4006
86. H 0.2823
87. H 0.3373

Entry 2:
The following is a quantum chemistry calculation of a structure of composition C33H37N7ORbS2 at a distorted geometry, from OMol25.

Results
DFT total energy (eV): -69623.5362
HOMO (spin up / spin down) (Ha): 0.02052 / -0.00889
Molecular weight (g/mol): 697.31
Net charge: -2
2S+1: 2
ΔE to the lowest compared entry with this formula, charge and spin (eV): 0.305

CARTESIAN COORDINATES (ANGSTROEM)
Rb1 -0.20 -0.46 0.24
C1 -4.04 -1.16 0.10
C2 -3.70 -1.75 1.36
C3 -2.94 -2.93 1.09
C4 -2.83 -3.09 -0.34
C5 -3.50 -1.96 -0.90
C6 -3.54 -1.62 -2.36
C7 -2.15 -4.20 -1.08
C8 -2.42 -3.88 2.09
C9 -4.14 -1.29 2.69
C10 -4.93 0.00 -0.11
H1 -4.56 -1.54 -2.78
H2 -2.99 -2.35 -2.94
H3 -3.06 -0.66 -2.55
H4 -2.86 -4.96 -1.37
H5 -1.39 -4.65 -0.45
H6 -1.66 -3.77 -1.97
H7 -3.20 -4.59 2.39
H8 -2.02 -3.36 2.98
H9 -1.66 -4.55 1.66
H10 -5.01 -1.83 3.05
H11 -4.36 -0.21 2.69
H12 -3.34 -1.39 3.42
H13 -4.66 0.60 -1.00
H14 -4.95 0.66 0.79
H15 -5.96 -0.30 -0.32
N1 3.48 -0.81 2.15
C11 2.70 0.05 2.79
N2 1.61 0.56 2.35
C12 0.96 1.26 3.38
C13 1.64 1.35 4.57
S1 3.15 0.55 4.50
C14 -0.39 1.85 3.27
C15 -1.08 2.50 4.28
S2 -2.54 3.18 3.74
C16 -2.17 2.50 2.12
N3 -1.05 1.80 2.05
N4 -3.00 2.67 1.10
H16 3.13 -1.31 1.33
H17 4.24 -1.25 2.67
H18 1.29 1.74 5.50
H19 -0.69 2.59 5.28
H20 -3.62 3.48 1.14
H21 -2.54 2.32 0.15
C17 2.59 0.12 -2.70
N5 2.25 -0.72 -1.55
C18 2.22 -1.98 -1.84
C19 2.19 -2.95 -0.77
C20 2.70 -4.30 -0.79
C21 2.35 -4.84 0.43
C22 1.60 -3.86 1.13
N6 1.55 -2.70 0.43
C23 3.59 1.16 -2.27
C24 3.59 1.63 -0.93
C25 4.51 2.59 -0.54
C26 5.43 3.08 -1.45
C27 5.43 2.64 -2.78
C28 4.52 1.70 -3.19
H22 1.67 0.59 -3.08
H23 2.93 -0.52 -3.55
H24 2.24 -2.41 -2.87
H25 3.25 -4.72 -1.65
H26 2.50 -5.86 0.77
H27 1.25 -3.91 2.15
H28 2.86 1.22 -0.22
H29 4.50 3.00 0.45
H30 6.18 3.83 -1.16
H31 6.12 3.07 -3.47
H32 4.54 1.41 -4.23
O1 -1.74 1.76 -0.98
N7 -0.94 2.71 -1.52
C29 -1.02 2.91 -2.85
C30 -0.21 3.83 -3.47
C31 0.70 4.57 -2.72
C32 0.82 4.26 -1.35
C33 -0.04 3.41 -0.72
H33 -1.76 2.34 -3.38
H34 -0.30 3.98 -4.53
H35 1.29 5.34 -3.18
H36 1.66 4.65 -0.76
H37 -0.09 3.16 0.36

What are the Mulliken partial charges on each atom? They are as follows, in elementary charge units:
1. Rb 0.4646
2. C 0.8814
3. C 0.4828
4. C 0.5237
5. C 0.1811
6. C 0.3924
7. C -1.4394
8. C -1.4731
9. C -1.4976
10. C -1.5451
11. C -1.5110
12. H 0.2930
13. H 0.4116
14. H 0.0831
15. H 0.2151
16. H 0.3680
17. H 0.3083
18. H 0.2538
19. H 0.2664
20. H 0.3079
21. H 0.2348
22. H 0.3163
23. H 0.3110
24. H 0.2244
25. H 0.3069
26. H 0.2878
27. N -0.3412
28. C 0.4281
29. N 0.3218
30. C 0.2612
31. C -0.6942
32. S -0.3234
33. C -0.4087
34. C -0.6565
35. S -0.3478
36. C 0.2212
37. N 0.3576
38. N -0.1508
39. H 0.0158
40. H 0.2261
41. H 0.3529
42. H 0.3844
43. H 0.1916
44. H 0.0711
45. C -1.0470
46. N 0.2753
47. C -0.4061
48. C -0.0462
49. C -0.7677
50. C -0.5573
51. C -0.8955
52. N 0.4351
53. C 0.4568
54. C 0.1212
55. C -0.6462
56. C -0.4798
57. C -0.4798
58. C -0.7030
59. H 0.2507
60. H 0.3501
61. H 0.1811
62. H 0.4144
63. H 0.3354
64. H 0.4288
65. H 0.4272
66. H 0.4853
67. H 0.2989
68. H 0.4274
69. H 0.3625
70. O -0.4828
71. N 0.3133
72. C -0.4821
73. C -0.5971
74. C -0.5893
75. C -0.6380
76. C -0.1179
77. H 0.4559
78. H 0.4063
79. H 0.3582
80. H 0.3266
81. H 0.2678

Entry 3:
The following is a quantum chemistry calculation of a structure of composition C33H38AuN5O2S2Sb at a distorted geometry, from OMol25.

Results
DFT total energy (eV): -78274.3182
HOMO (spin up / spin down) (Ha): -0.36432 / -0.36427
Molecular weight (g/mol): 919.56
Net charge: +1
2S+1: 1
ΔE to the lowest compared entry with this formula, charge and spin (eV): 1.281

CARTESIAN COORDINATES (ANGSTROEM)
Au1 0.06 0.74 0.27
C1 -4.83 3.40 0.96
C2 -4.71 2.38 1.90
C3 -3.79 1.37 1.71
C4 -2.99 1.35 0.56
C5 -3.10 2.39 -0.37
C6 -4.02 3.40 -0.17
N1 -2.04 0.36 0.35
C7 -2.28 -0.96 0.46
C8 -3.57 -1.54 0.50
C9 -3.71 -2.90 0.59
C10 -2.58 -3.75 0.64
C11 -1.32 -3.23 0.56
C12 -1.16 -1.84 0.43
N2 0.03 -1.25 0.17
N3 1.14 -1.89 0.24
C13 2.25 -1.17 0.01
C14 3.46 -1.81 -0.28
C15 4.60 -1.06 -0.46
C16 4.52 0.33 -0.33
C17 3.30 0.91 -0.07
N4 2.18 0.19 0.10
H1 -5.56 4.19 1.12
H2 -5.33 2.39 2.78
H3 -3.67 0.58 2.44
H4 -2.47 2.38 -1.24
H5 -4.08 4.20 -0.89
H6 -4.45 -0.91 0.45
H7 -4.70 -3.34 0.61
H8 -2.71 -4.82 0.73
H9 -0.44 -3.85 0.55
H10 3.45 -2.89 -0.35
H11 5.54 -1.54 -0.69
H12 5.40 0.95 -0.42
H13 3.19 1.98 0.02
C18 2.17 -1.92 -4.78
C19 1.31 -0.68 -4.97
C20 0.33 -0.80 -6.12
Sb1 0.34 -0.15 -3.04
C21 0.22 2.03 -3.36
C22 -0.72 2.46 -4.47
C23 1.64 2.50 -3.60
C24 -1.64 -1.17 -3.02
C25 -2.63 -0.69 -4.07
C26 -1.36 -2.66 -3.09
H14 2.71 -2.15 -5.70
H15 1.55 -2.79 -4.53
H16 2.90 -1.78 -3.98
H17 1.96 0.18 -5.15
H18 -0.32 -1.67 -6.00
H19 0.88 -0.93 -7.06
H20 -0.29 0.09 -6.22
H21 -0.14 2.39 -2.41
H22 -0.30 2.25 -5.45
H23 -0.87 3.54 -4.39
H24 -1.70 1.99 -4.40
H25 2.02 2.14 -4.56
H26 2.31 2.17 -2.81
H27 1.66 3.59 -3.61
H28 -2.03 -0.92 -2.03
H29 -2.24 -0.78 -5.08
H30 -2.92 0.35 -3.90
H31 -3.54 -1.30 -4.01
H32 -0.99 -2.94 -4.08
H33 -2.29 -3.21 -2.91
H34 -0.63 -2.97 -2.35
O1 1.36 4.46 -0.97
S1 0.05 4.32 -0.42
O2 -1.07 4.44 -1.30
N5 0.01 2.84 0.45
C27 0.03 3.09 1.76
S2 0.09 1.82 2.83
C28 -0.04 4.51 2.13
C29 -0.04 5.06 3.40
C30 -0.15 6.44 3.52
C31 -0.27 7.25 2.39
C32 -0.25 6.69 1.11
C33 -0.12 5.33 1.02
H35 0.06 4.42 4.27
H36 -0.14 6.90 4.50
H37 -0.38 8.32 2.51
H38 -0.33 7.31 0.23

What are the Mulliken partial charges on each atom? They are as follows, in elementary charge units:
1. Au 2.1390
2. C -0.5962
3. C -0.7517
4. C -0.3516
5. C -0.8224
6. C 0.0944
7. C -0.6971
8. N 0.1281
9. C 0.5758
10. C -0.5422
11. C -0.7571
12. C -0.6543
13. C -0.5402
14. C 0.6011
15. N 0.7601
16. N -1.3651
17. C 0.4205
18. C -0.5516
19. C -0.3669
20. C -0.7765
21. C -0.2845
22. N -0.2409
23. H 0.4242
24. H 0.4259
25. H 0.5728
26. H 0.4837
27. H 0.4750
28. H 0.5558
29. H 0.4491
30. H 0.4299
31. H 0.5210
32. H 0.5185
33. H 0.4357
34. H 0.4564
35. H 0.5125
36. C -1.4245
37. C 0.6082
38. C -1.4759
39. Sb 0.0691
40. C 2.7266
41. C -1.4647
42. C -1.7749
43. C 2.0177
44. C -1.3555
45. C -1.5825
46. H 0.4319
47. H 0.2935
48. H 0.3016
49. H 0.1774
50. H 0.2583
51. H 0.4631
52. H 0.2523
53. H -2.0430
54. H 0.3886
55. H 0.4205
56. H 0.2510
57. H 0.5057
58. H 0.3178
59. H 0.4740
60. H -1.0630
61. H 0.1924
62. H 0.2625
63. H 0.4696
64. H 0.3124
65. H 0.3908
66. H 0.3351
67. O -0.6342
68. S 0.9486
69. O -0.5643
70. N 0.1582
71. C 0.4863
72. S -0.4375
73. C 0.0784
74. C -0.8120
75. C -0.5608
76. C -0.5848
77. C -0.7923
78. C 0.4377
79. H 0.4834
80. H 0.4208
81. H 0.4344
82. H 0.5211

> What is the molecular weight in the second record?

697.31 g/mol

> The highest net charge belongs to which entry?

C33H38AuN5O2S2Sb